Entry 1:
The following is a quantum chemistry calculation of an isolated ion of composition C7H8N3O and charge +1, from the OMol25 dataset.

Electronic energy ... -510.6619 Ha
Structure (SMILES) ... O=C1N=CC[N@H+]2C=CN=C[C@H]12
HOMO ... -14.227 eV

Geometry as ORCA input:
```
! RIJCOSX wB97M-V def2-TZVPD def2/J DEFGRID3
* xyz 1 1
O -2.9550 2.0086 0.4765
C -2.3643 1.0745 0.0917
N -2.7649 -0.2375 -0.1283
C -1.9837 -1.2301 -0.2207
C -0.5423 -1.2760 0.2543
N -0.0511 0.0659 0.4180
C 1.3846 0.2032 0.3069
C 2.0327 1.3637 0.1160
N 1.2324 2.5388 -0.0379
C 0.0121 2.3677 -0.3236
C -0.7537 1.0843 -0.4145
H -2.5611 -2.0657 -0.4109
H -0.4567 -1.9457 1.1287
H 0.0370 -1.7896 -0.5540
H -0.4356 0.4553 1.2593
H 1.9913 -0.7112 0.5751
H 3.0289 1.5963 0.0523
H -0.6419 3.3099 -0.3874
H -0.6995 0.8147 -1.4078
*
```

Here are the natural (NBO) charges for atoms 1 to 8, given in e: O -0.407; C 0.683; N -0.432; C 0.187; C -0.317; N -0.363; C -0.131; C 0.046

=====

Entry 2:
The following is a quantum chemistry calculation of C13H37IN3O4 as an isolated structure, from the OMol25 dataset.

Electronic energy ... -1279.3043 Ha
HOMO ... -1.354 eV

Geometry as ORCA input:
```
! RIJCOSX wB97M-V def2-TZVPD def2/J DEFGRID3
* xyz -1 1
I 0.0813 0.9762 1.2453
C -2.0248 0.1820 -0.3967
C -1.1568 -0.9699 -0.6606
C -0.8426 -1.0454 -2.1317
O -0.0657 -2.2561 -2.4111
C 0.4655 -2.2074 -3.7770
N 0.0729 -0.9702 0.0774
H -3.0210 0.1079 -0.8327
H -1.6203 1.0246 -0.9576
H -2.2753 0.5061 0.6134
H -1.7797 -1.8502 -0.5022
H -0.3123 -0.1474 -2.4487
H -1.6741 -1.0680 -2.8361
H 1.3256 -2.8600 -3.9265
H 0.9162 -1.2357 -3.9789
H -0.3565 -2.4341 -4.4560
H -0.0072 -0.2143 0.7424
H 0.7487 -0.6149 -0.5839
C 0.0327 2.2778 -1.7095
C 1.3411 1.7474 -1.1752
C 2.5749 2.2823 -1.9093
O 3.7476 1.4977 -1.6354
C 4.9294 2.0098 -2.4032
N 1.5909 1.9712 0.2323
H 0.1635 3.3588 -1.6600
H -0.7784 2.0171 -1.0296
H -0.1263 1.9318 -2.7308
H 1.4427 0.6789 -1.3652
H 2.6384 3.3132 -1.5610
H 2.3866 2.2794 -2.9829
H 5.7020 2.3463 -1.7119
H 4.6921 2.8529 -3.0520
H 5.4812 1.2852 -3.0020
H 1.9234 2.8958 0.4665
H 0.6729 2.0082 0.6517
C 0.3872 -1.0181 3.6795
C -0.0396 -1.8824 2.5231
C -1.3736 -1.4751 1.9639
O -1.9775 -2.3928 1.1048
C -3.3293 -2.1108 0.6574
N 0.9897 -1.7895 1.5341
H 0.3109 0.0500 3.4760
H 1.4227 -1.2065 3.9629
H -0.1921 -1.1150 4.5977
H -0.1516 -2.8659 2.9795
H -1.3682 -0.4937 1.4897
H -1.9052 -1.3766 2.9103
H -3.9280 -1.5799 1.3974
H -3.9248 -3.0167 0.5442
H -3.2826 -1.4173 -0.1823
H 1.0357 -0.7842 1.6203
H 1.8309 -2.0005 2.0517
C -2.0202 0.5842 3.1770
O -2.0676 1.6229 2.1804
H -2.7011 -0.1779 2.7980
H -1.0688 0.0775 3.3389
H -2.3413 0.8931 4.1718
H -1.1942 1.7979 1.8224
*
```

Here are the natural (NBO) charges for atoms 1 to 8, given in e: I 0.044; C -0.699; C -0.130; C -0.038; O -0.545; C -0.255; N -0.782; H 0.184

=====

Entry 3:
The following is a quantum chemistry calculation of a 3-piece molecular cluster, C15H33N2O3PS overall, from the OMol25 dataset.

Electronic energy ... -1665.9922 Ha
Structure (SMILES) ... PCCCCCCCSc1nnco1.CC(C)O.CC(C)O
HOMO ... -8.430 eV

Geometry as ORCA input:
```
! RIJCOSX wB97M-V def2-TZVPD def2/J DEFGRID3
* xyz 0 1
P -1.4591 2.9044 1.2213
C -0.3332 2.0124 0.0139
C -0.7370 0.5076 -0.3042
C -2.1276 0.0426 0.2663
C -2.0516 -0.5169 1.7621
C -3.3423 -1.4027 1.9863
C -3.0679 -2.9506 2.1604
C -2.0005 -3.5567 1.1729
S -0.7238 -4.6256 2.0077
C -0.2741 -3.7113 3.4980
N -0.5127 -4.0613 4.7762
N 0.0021 -2.9968 5.4729
C 0.5009 -2.0757 4.6455
O 0.3505 -2.5095 3.3379
H -2.6906 3.0496 0.4895
H -0.9317 4.2368 1.3176
H 0.7214 2.0154 0.4397
H -0.2799 2.5822 -0.9501
H 0.0902 -0.1826 0.0029
H -0.8155 0.4257 -1.4274
H -2.9559 0.7858 0.1349
H -2.4337 -0.8556 -0.3497
H -1.9653 0.3163 2.5002
H -1.0953 -1.1133 1.8061
H -4.0494 -1.2601 1.1260
H -3.8015 -1.0558 2.9557
H -4.0428 -3.4706 1.9308
H -2.8717 -3.1543 3.2433
H -1.4676 -2.8114 0.5369
H -2.5338 -4.2482 0.4610
H 0.9579 -1.0970 4.8720
C 0.1133 1.4957 -4.8423
C -0.5379 0.1461 -4.5820
C -0.6995 -0.6475 -5.8692
O -1.8165 0.3428 -3.9798
H -0.5016 2.1009 -5.5153
H 0.2135 2.0587 -3.9116
H 1.1036 1.3775 -5.2874
H 0.0679 -0.4232 -3.8732
H -1.3418 -0.1144 -6.5767
H -1.1774 -1.6088 -5.6691
H 0.2665 -0.8300 -6.3449
H -2.3622 0.8453 -4.5968
C 4.4332 0.6954 0.9122
C 3.9460 2.0699 0.4803
C 5.0484 3.1103 0.6017
O 2.8345 2.4569 1.2883
H 4.7484 0.7060 1.9600
H 3.6292 -0.0395 0.8302
H 5.2736 0.3634 0.2992
H 3.5937 2.0269 -0.5528
H 5.3842 3.2019 1.6390
H 4.6823 4.0935 0.2989
H 5.9072 2.8504 -0.0207
H 3.1330 2.4991 2.2050
*
```

Here are the natural (NBO) charges for atoms 1 to 8, given in e: P 0.226; C -0.704; C -0.413; C -0.406; C -0.429; C -0.404; C -0.425; C -0.518

=====

| no. | gap between HOMO and LUMO (Ha) |
| --- | --- |
| 1 | 0.3433 |
| 2 | 0.1557 |
| 3 | 0.3282 |